The following is a DFT calculation (wB97M-V/def2-TZVPD) of one molecule with the formula C4H7NO.

Positions of all 13 atoms, in Å:
O -2.61 -0.83 0.76
C -1.42 -0.71 0.63
C -0.73 0.64 0.75
N 0.52 0.85 0.04
C 0.69 0.27 -1.27
C 1.50 -0.21 -0.13
H -0.78 -1.61 0.45
H -0.57 0.82 1.82
H -1.45 1.39 0.41
H 1.12 0.92 -2.03
H -0.09 -0.40 -1.65
H 1.29 -1.21 0.25
H 2.54 0.09 -0.02

Properties
* charge: 0
* LUMO level: 1.0 eV
* energy: -7797.0831 eV
* SMILES: O=CCN1CC1
* HOMO: -0.3361 Eh
* F_max: 0.51 eV/Å